No. 1
Here is one molecule with the formula C7H11ClFN2O2P at a distorted geometry from OMol25. Energies are from wB97M-V/def2-TZVPD.

Properties
* ΔE to the lowest compared entry with this formula, charge and spin: 226.6 kJ/mol
* max |F|: 0.07922 Eh/bohr
* Kohn-Sham gap: 9.04 eV
* E_HOMO: -8.55 eV
* M: 240.602 g mol⁻¹

The geometry in XYZ format:
```
25
C7H11ClFN2O2P | OMol25 | wB97M-V/def2-TZVPD
C 1.4077 3.8810 -0.1261
C 0.0722 4.0212 0.4932
C 2.0002 2.6834 -0.3800
C 0.0386 -2.2146 -0.4938
C -1.0185 -0.1957 0.4054
C 0.0214 -3.4376 0.5242
C -1.9826 0.1624 -0.7804
N 1.3213 1.5497 -0.2720
N 0.2188 -0.8720 -0.0614
O 2.0708 -0.4412 -2.0073
O -0.8248 3.2044 0.5564
F -1.0589 -3.3507 1.3348
P 1.1944 0.1575 -0.9453
Cl -0.8867 0.6201 -2.0636
H 2.1343 4.7797 -0.1544
H -0.1421 4.9423 1.0377
H 3.1361 2.5077 -0.5775
H -0.8880 -2.4675 -1.0261
H 0.6737 -2.2707 -1.3341
H -1.6532 -0.9472 1.1234
H -0.9674 0.7931 0.9857
H 0.8801 -3.4173 1.0831
H 0.0338 -4.2835 -0.0716
H -2.5651 0.9074 -0.3892
H -2.6750 -0.5951 -1.0466
```

***

No. 2
Here is C36H39CoN5P2S3 as an isolated structure from OMol25. Energies are from wB97M-V/def2-TZVPD.

Properties
* ΔE to the lowest compared entry with this formula, charge and spin: 20.3 kJ/mol
* 2S+1: 2
* max |F|: 0.00927 Eh/bohr
* Kohn-Sham gap (alpha / beta): 7.23 / 7.37 eV
* E_HOMO (alpha / beta): -6.81 / -6.95 eV
* ⟨S²⟩: 0.917
* M: 758.825 g mol⁻¹

The geometry in XYZ format:
```
86
C36H39CoN5P2S3 | OMol25 | wB97M-V/def2-TZVPD
Co -0.8133 -1.3085 0.9014
S -0.6158 1.1304 3.4877
P 0.4722 1.4602 1.8433
C 0.1634 0.5443 0.4287
P -1.0294 0.8550 -0.7378
S -2.5765 -0.4358 -0.4586
C -1.6851 2.5377 -0.9303
C -2.9708 2.8434 -0.4959
C -3.4622 4.1356 -0.6316
C -2.6723 5.1242 -1.1968
C -1.3860 4.8244 -1.6246
C -0.8921 3.5371 -1.4923
C -0.3257 0.5009 -2.3909
C 0.9792 0.9070 -2.6678
C 1.5484 0.6551 -3.9071
C 0.8232 -0.0236 -4.8778
C -0.4742 -0.4348 -4.6086
C -1.0494 -0.1661 -3.3732
C 2.2307 1.1406 2.2747
C 2.6504 1.1544 3.6035
C 3.9844 0.9355 3.9226
C 4.9142 0.6996 2.9193
C 4.5084 0.6892 1.5923
C 3.1752 0.9080 1.2753
C 0.4924 3.2650 1.5522
C 1.5707 3.8968 0.9360
C 1.5540 5.2690 0.7266
C 0.4544 6.0189 1.1174
C -0.6285 5.3931 1.7170
C -0.6088 4.0242 1.9384
H -3.5834 2.0653 -0.0606
H -4.4669 4.3655 -0.2975
H -3.0555 6.1319 -1.3024
H -0.7622 5.5965 -2.0575
H 0.1089 3.3106 -1.8346
H 1.5498 1.4055 -1.8905
H 2.5617 0.9796 -4.1138
H 1.2713 -0.2366 -5.8407
H -1.0403 -0.9735 -5.3591
H -2.0563 -0.4986 -3.1528
H 1.9151 1.3294 4.3782
H 4.2990 0.9486 4.9590
H 5.9532 0.5259 3.1712
H 5.2308 0.5103 0.8045
H 2.8507 0.9124 0.2410
H 2.4410 3.3271 0.6373
H 2.4061 5.7525 0.2632
H 0.4410 7.0902 0.9563
H -1.4930 5.9722 2.0190
H -1.4379 3.5342 2.4317
N -2.4059 -1.3205 2.5243
C -3.0899 -2.6037 2.5696
C -2.0283 -3.6890 2.5485
N -1.2244 -3.5510 1.3358
C 0.0903 -4.1803 1.4171
C 1.1323 -3.2474 2.0697
N 0.6526 -1.8531 2.1426
H -1.9982 -1.0321 3.4078
H -3.0046 -0.5626 2.2210
H -3.7109 -2.6894 1.6731
H -3.7455 -2.7359 3.4362
H -2.4776 -4.6841 2.6440
H -1.3644 -3.5595 3.4096
H -1.7242 -3.9121 0.5339
H 0.4039 -4.4185 0.4033
H 0.0461 -5.1260 1.9697
H 2.0296 -3.2498 1.4532
H 1.4211 -3.6068 3.0587
H 1.4432 -1.2197 2.0693
H 0.2321 -1.6345 3.0425
N 2.1694 -1.3837 -0.5701
C 1.3796 -2.1860 -1.3162
N 0.1217 -2.3643 -1.0541
C -0.4673 -3.2037 -1.9881
C -1.8234 -3.5227 -2.0596
C -2.2631 -4.3749 -3.0592
C -1.3772 -4.9048 -3.9956
C -0.0318 -4.5775 -3.9571
C 0.4074 -3.7252 -2.9560
S 2.0105 -3.0979 -2.6819
H 1.6065 -0.6067 -0.1351
H 3.0441 -1.1026 -0.9845
H -2.5130 -3.0480 -1.3739
H -3.3157 -4.6190 -3.1269
H -1.7440 -5.5651 -4.7712
H 0.6547 -4.9716 -4.6957
```

***

No. 3
Here is a 2-piece molecular cluster, C3H7NS overall at a distorted geometry from OMol25. Energies are from wB97M-V/def2-TZVPD.

Properties
* ΔE to the lowest compared entry with this formula, charge and spin: 242.7 kJ/mol
* SMILES: [H]/N=C/C.C=S
* max |F|: 0.10625 Eh/bohr
* Kohn-Sham gap: 8.37 eV
* E_HOMO: -8.81 eV
* M: 89.163 g mol⁻¹

The geometry in XYZ format:
```
12
C3H7NS | OMol25 | wB97M-V/def2-TZVPD
C 0.8815 2.3842 -0.2396
C -0.0807 -0.7892 0.1275
C -1.0670 -1.8935 0.0242
N 1.0173 -0.6531 -0.4006
S 0.2347 2.2311 1.2000
H 0.2457 2.3656 -1.1784
H 1.8244 2.5481 -0.4594
H -0.5919 0.1350 0.6944
H -1.4671 -2.0526 1.0637
H -0.7151 -2.9507 -0.2172
H -1.9493 -1.4600 -0.5086
H 1.6674 0.1352 -0.1061
```

***

No. 4
Here is C44H29BaN7O8SeTe as an isolated structure at a distorted geometry from OMol25. Energies are from wB97M-V/def2-TZVPD.

Properties
* ΔE to the lowest compared entry with this formula, charge and spin: 262.6 kJ/mol
* net charge: -2
* max |F|: 0.05248 Eh/bohr
* Kohn-Sham gap (alpha / beta): 3.89 / 4.92 eV
* E_HOMO (alpha / beta): -0.66 / -1.68 eV
* M: 1127.645 g mol⁻¹

The geometry in XYZ format:
```
91
C44H29BaN7O8SeTe | OMol25 | wB97M-V/def2-TZVPD
Ba -0.0218 0.8102 -1.3094
O -1.1439 4.7597 -0.2189
C -0.8778 3.4635 0.3451
O 0.1201 2.8586 -0.2996
C -2.2756 2.6779 0.3408
C -3.4419 3.3421 0.6649
C -4.6269 2.6334 0.6190
C -4.6102 1.2929 0.2818
C -3.3941 0.6700 0.0135
N -2.2641 1.3679 0.0444
C -3.3984 -0.8113 -0.3356
O -4.4571 -1.4136 -0.3509
O -2.2683 -1.3651 -0.5908
H -0.3081 4.9358 -0.6690
H -3.4103 4.3932 0.9166
H -5.5656 3.1309 0.8367
H -5.5066 0.6933 0.2110
Se -0.1436 -0.7464 -9.4998
N -0.6120 0.7322 -8.4964
C -0.4611 0.3047 -7.2238
C -0.7281 1.1740 -6.0947
C -1.1091 2.5265 -6.2810
C -1.3728 3.3292 -5.2048
C -1.2668 2.7759 -3.9166
N -0.9001 1.5258 -3.7340
C -0.6081 0.7209 -4.7795
C -0.1438 -0.6733 -4.5352
N -0.0236 -1.1283 -3.2638
C 0.4245 -2.3387 -3.0091
C 0.8017 -3.2105 -4.0465
C 0.6498 -2.7877 -5.3412
C 0.1492 -1.4938 -5.6193
C -0.0277 -1.0257 -6.9927
N 0.2192 -1.8227 -8.0408
H -1.1754 2.8929 -7.2979
H -1.6617 4.3659 -5.3258
H -1.4870 3.3671 -3.0309
H 0.4879 -2.6324 -1.9655
H 1.1901 -4.1931 -3.8104
H 0.9075 -3.4171 -6.1836
C -2.3395 -6.5208 4.6821
C -1.9688 -5.3565 3.8005
C -1.2027 -4.3046 4.2780
C -0.8545 -3.2180 3.4777
C -0.0177 -2.1342 4.1041
C -1.2820 -3.1696 2.1314
Te -0.6188 -1.5357 0.9716
C -2.0462 -4.2437 1.6278
C -2.5365 -4.3705 0.2079
C -2.3733 -5.2987 2.4799
H -1.9556 -6.3844 5.6946
H -1.9354 -7.4613 4.2978
H -3.4235 -6.6441 4.7521
H -0.8622 -4.3250 5.3102
H 0.1447 -2.3448 5.1650
H -0.4990 -1.1586 4.0097
H 0.9586 -2.0466 3.6226
H -2.2394 -3.5507 -0.4330
H -3.6283 -4.4008 0.1831
H -2.1621 -5.3061 -0.2199
H -2.9646 -6.1148 2.0681
N 0.9498 4.6300 9.6634
C 0.7366 4.4912 8.5426
C 0.4647 4.3221 7.1049
C -0.1346 5.3542 6.3982
C -0.3924 5.2000 5.0454
C -0.0555 4.0157 4.3882
C 0.5472 2.9873 5.1142
C 0.8061 3.1374 6.4685
C -0.3307 3.8507 2.9836
C -0.5482 3.6799 1.8140
H -0.4010 6.2715 6.9056
H -0.8584 5.9973 4.4826
H 0.8080 2.0691 4.6051
H 1.2678 2.3351 7.0275
O 1.9910 -0.3675 -0.5497
C 2.6435 0.3318 -1.3835
O 2.1837 1.0541 -2.3283
C 4.1514 0.3337 -1.2124
C 4.8074 1.5144 -0.8901
C 6.1902 1.5598 -0.7715
C 6.9443 0.4121 -0.9918
C 6.2594 -0.7347 -1.3121
C 4.8954 -0.8246 -1.4251
N 7.0915 -2.0132 -1.5594
O 8.2970 -1.9117 -1.4974
O 6.4902 -3.0306 -1.7943
H 4.2181 2.4111 -0.7388
H 6.6873 2.4860 -0.5136
H 8.0209 0.4035 -0.9172
H 4.4176 -1.7608 -1.6764
```